Record 1
This record from the OMol25 dataset describes a structure of composition C38H47BCsF6N15O4PSSb. The level of theory is ωB97M-V with the def2-TZVPD basis set.

Properties
highest occupied orbital energy (spin up / spin down): -8.3634 / -8.3627 eV
frontier orbital gap (spin up / spin down): 6.2 / 5.4 eV
net charge: 0
energy: -114905.3868 eV
LUMO level (spin up / spin down): -2.2 / -3.0 eV
ΔE to the lowest compared entry with this formula, charge and spin: 47.89 kcal per mole

Each line ends with the Löwdin charge.
Atoms and positions in Å:
Cs  -1.27465  -1.05203  -0.02151  1.3960
Sb  -4.09561  -4.29380  -0.01781  1.3732
S  2.95153  4.64437  2.13105  0.6460
P  -3.43886  -0.15624  -3.27012  1.1739
F  -2.72946  -3.03134  -0.53837  -0.5946
F  -5.24795  -3.47158  -1.28491  -0.3422
F  -2.91373  -5.01490  1.27454  -0.3469
F  -3.44303  -5.46581  -1.34123  -0.3441
F  -4.62388  -3.01105  1.27636  -0.3475
F  -5.43623  -5.51597  0.46084  -0.3468
O  3.12195  3.21674  2.16201  -0.2897
O  3.67217  5.47230  3.05036  -0.2817
O  -0.44242  1.18999  0.89556  -0.1430
O  -2.09614  2.79682  0.88277  0.1351
N  0.08130  -2.43192  2.60216  0.1353
N  -3.82190  0.02325  -0.48997  -0.0895
N  1.36430  5.05546  2.34911  -0.1252
N  3.93867  -1.12036  3.64119  0.1136
N  -1.05590  1.35616  -3.07579  0.0659
N  2.86780  -0.97145  0.82850  0.0046
N  2.09124  -0.90403  -0.28780  0.1006
N  -2.66203  -2.77662  -3.83026  -0.1176
N  -5.65287  -0.56224  -1.57406  -0.1225
N  2.13384  -3.34211  1.20834  0.0238
N  -1.05482  -1.65735  -2.81293  -0.0710
N  -2.85945  2.45836  -2.42763  -0.1130
N  3.51854  -2.21151  2.95494  0.0033
N  0.86980  -3.74310  1.05397  0.1862
N  1.11603  -1.59418  2.51392  0.0336
C  3.37723  4.62182  -1.85593  -0.0247
C  0.84607  -4.81717  0.26258  -0.2778
C  3.80806  0.53670  -0.46224  -0.0367
C  0.85580  -0.49157  3.22299  -0.0531
C  -0.70056  2.63217  -2.74650  -0.1423
C  3.16747  4.21672  -0.54405  -0.0509
C  3.73473  6.87399  -1.11347  -0.0295
C  5.30637  -0.62027  5.61132  -0.0393
C  -2.34854  1.26453  -2.85825  -0.4798
C  -1.60215  -3.62971  -3.70163  -0.0596
C  -3.96862  -3.12690  -4.35882  -0.0246
C  3.52138  6.48940  0.19583  -0.0422
C  -2.29093  -1.59048  -3.26417  -0.5031
C  -1.04681  2.30766  1.16322  -0.5735
C  -4.21715  2.78927  -2.04094  -0.0213
C  -6.55900  -0.99698  -2.62049  -0.0313
C  2.65059  0.00506  -1.07513  -0.3490
C  0.33384  4.34639  1.61247  -0.1970
C  0.10313  2.90184  2.06939  -0.0462
C  3.89124  6.39110  -3.57521  -0.0449
C  4.68635  -1.56616  4.63762  -0.3511
C  3.97944  -3.34204  3.53844  -0.0697
C  -5.99196  -0.44410  -0.25784  -0.0578
C  -0.61111  -2.91827  -3.08195  -0.1483
C  -1.80140  3.32721  -2.33785  -0.0784
C  -0.42704  -0.60146  3.72473  -0.0091
C  -4.84899  -0.07580  0.39427  -0.1523
C  -4.31735  -0.29311  -1.67224  -0.5190
C  2.16120  -5.07658  -0.14460  0.0020
C  2.93928  -4.11196  0.46855  -0.0406
C  3.89971  -0.10680  0.74698  -0.0624
C  -0.36813  -5.56772  -0.16418  -0.0146
C  3.23756  5.15925  0.47087  -0.2884
C  4.74885  -2.97692  4.61344  -0.0260
C  -2.23722  -2.48896  3.47880  -0.0107
C  3.66302  5.94893  -2.15791  -0.2607
C  -0.90840  -1.84578  3.27589  -0.3454
C  2.09499  0.31109  -2.42595  -0.0283
B  2.46375  -2.00408  1.87928  -0.6841
H  2.97556  3.17776  -0.30322  0.0950
H  -2.45375  -2.51988  4.54673  0.0896
H  -0.94544  0.10301  4.35404  0.1115
H  3.58878  7.20909  1.00204  0.1198
H  3.05686  7.00086  -3.92781  0.0868
H  4.49384  1.27206  -0.85134  0.0984
H  3.99027  5.53855  -4.24542  0.0771
H  3.99352  -3.89528  0.41281  0.1397
H  5.27728  -3.63065  5.28701  0.0970
H  -0.06264  -6.37301  -0.82993  0.0883
H  4.66751  -0.48336  6.48603  0.0748
H  -3.89510  -4.09274  -4.85160  0.0956
H  3.72322  -4.31339  3.14778  0.1151
H  -1.66547  -4.65001  -4.03932  0.1236
H  1.03630  2.35117  2.00966  0.0911
H  -1.94087  4.33478  -1.98290  0.1192
H  2.46788  -5.86305  -0.81180  0.1085
H  -4.28716  -2.38262  -5.08794  0.0809
H  0.38301  -3.23497  -2.80673  0.1061
H  1.01092  0.18864  -2.47739  0.0350
H  -4.37442  2.58424  -0.98216  0.0846
H  -4.71140  0.10973  1.44747  0.1089
H  -1.05046  -4.91915  -0.71744  0.0440
H  1.18062  5.31858  3.30775  0.1199
H  3.33120  3.88717  -2.64990  0.1090
H  -7.47050  -0.40243  -2.58496  0.0939
H  3.96893  7.90846  -1.33484  0.1186
H  -0.59400  4.91341  1.67986  0.1313
H  0.32466  2.96516  -2.82039  0.0902
H  1.63240  0.24977  3.33678  0.1314
H  -0.91573  -5.98807  0.67358  0.0756
H  -4.38976  3.84321  -2.24720  0.0944
H  -4.69795  -3.20225  -3.55283  0.0676
H  -3.03270  -1.95058  2.96276  0.0675
H  2.54470  -0.34865  -3.17260  0.0831
H  6.26949  -0.99139  5.96098  0.0731
H  -2.23443  -3.50643  3.09184  0.0715
H  0.62621  4.34014  0.55955  0.1247
H  5.45297  0.35319  5.14534  0.0738
H  4.59906  -0.00876  1.55830  0.1102
H  2.32797  1.33372  -2.72137  0.0570
H  -6.98695  -0.66224  0.09012  0.1287
H  -0.30418  2.81300  3.08085  0.1408
H  4.79466  6.99663  -3.65579  0.0835
H  -6.79747  -2.05089  -2.49014  0.0833
H  -6.08327  -0.84870  -3.58692  0.0563
H  -4.92702  2.20994  -2.62982  0.0801


Record 2
This record from the OMol25 dataset describes a structure of composition C38H47Br2Cl2N4P2SSi2Tl. The level of theory is ωB97M-V with the def2-TZVPD basis set.

Properties
highest occupied orbital energy: -1.2060 eV
frontier orbital gap: 4.7 eV
net charge: -2
energy: -261126.5533 eV
LUMO level: 3.5 eV
ΔE to the lowest compared entry with this formula, charge and spin: 0.00 kcal per mole

Each line ends with the Löwdin charge.
Atoms and positions in Å:
Tl  -0.81966  -0.05870  -0.79576  0.6442
Br  -5.19104  -4.12051  3.83840  0.7014
Br  -4.97807  3.76256  4.15787  0.7048
Cl  1.05877  8.45381  0.92357  0.5721
Cl  1.61771  3.01440  0.59064  0.6838
S  -0.38276  5.56281  0.74612  0.4418
P  2.24799  -0.30259  1.87474  0.8962
P  3.09626  0.45254  -1.28506  0.8692
Si  -4.06408  0.48833  -1.99633  0.3032
Si  0.54908  -3.61138  -1.42180  0.3386
N  -0.70520  -2.47896  -1.63225  -0.1943
N  -2.20576  -1.44124  1.50996  0.1096
N  -1.74188  1.11794  2.13036  0.1007
N  -2.81579  -0.66554  -1.95834  -0.2178
C  3.36873  7.12425  0.97109  -0.1658
C  6.19785  0.88633  2.17213  -0.0988
C  -3.69251  1.89159  -0.79972  -0.1978
C  -5.75425  -0.15738  -1.42108  -0.1806
C  1.90781  -2.88605  -0.34191  -0.2062
C  6.55839  1.16196  0.85804  -0.1002
C  -3.64956  2.69231  3.31766  -0.6708
C  2.22874  4.64064  0.75134  -0.6401
C  2.74617  -1.76395  2.90571  -0.3069
C  -1.79171  -2.82464  -2.42362  -0.3514
C  3.50700  2.02374  -2.17189  -0.3065
C  -3.89197  -1.68079  3.17244  -0.0709
C  1.41383  -4.18585  -3.02249  -0.1886
C  -2.97845  -0.91368  2.45244  -0.2061
C  3.60336  4.75657  0.85472  -0.1501
C  3.95246  0.30715  1.44007  -0.3857
C  -2.86311  -1.87455  -2.61518  -0.3439
C  -2.83729  0.56627  2.64822  -0.2328
C  -2.99000  -4.40103  -3.90470  -0.1603
C  -3.82492  1.31921  3.27544  -0.0763
C  5.62421  1.00491  -0.14786  -0.1197
C  -3.98746  -3.47454  -4.11942  -0.1609
C  1.99573  6.97746  0.88376  -0.6970
C  -2.54662  3.28606  2.74473  -0.0973
C  -2.31872  -2.72983  1.21324  -0.0937
C  -1.92138  -4.06520  -3.07007  -0.0983
C  -3.90762  -2.23705  -3.48030  -0.0883
C  4.31706  0.57999  0.11561  -0.3902
C  -1.61101  2.43769  2.15992  -0.1400
C  4.19153  6.00843  0.96436  -0.1306
C  4.91184  0.46293  2.44677  -0.1139
C  -4.32951  1.31806  -3.67991  -0.1821
C  -0.02001  -5.18969  -0.50676  -0.1900
C  1.81870  0.82080  3.27478  -0.3070
C  -3.19168  -3.58307  1.87914  -0.0894
C  4.01780  -0.71196  -2.38901  -0.2854
C  1.32416  5.73265  0.78363  -0.8249
C  -3.97224  -3.02638  2.87165  -0.6754
H  -4.49323  0.59639  -4.48198  0.0090
H  6.91501  1.00491  2.97595  0.0937
H  1.82459  -3.23525  0.68930  0.0068
H  -1.05116  -5.44349  -0.76427  0.0124
H  1.82017  -1.79823  -0.33165  -0.0780
H  0.60863  -6.05354  -0.74772  0.0156
H  -4.72006  0.87223  3.68130  0.0931
H  -4.51123  -1.25463  3.94749  0.0947
H  5.10056  -0.57195  -2.35383  0.0256
H  5.26644  6.11027  1.03958  0.0848
H  1.25796  -3.45006  -3.81582  0.0257
H  1.04190  -5.14488  -3.39061  0.0093
H  -4.69598  -1.51810  -3.66530  0.0596
H  -4.50566  2.62331  -0.85533  0.0317
H  -1.14620  -4.81023  -2.93775  0.0552
H  7.56021  1.50076  0.62125  0.0936
H  5.91370  1.22996  -1.16805  0.0877
H  -2.39616  4.35655  2.72010  0.0799
H  -1.70994  -3.06811  0.37803  0.0779
H  -2.75942  2.42255  -1.00413  0.0183
H  2.90479  -3.15415  -0.70087  0.0160
H  0.03326  -5.03591  0.57546  0.0083
H  4.20522  3.85512  0.83715  0.0866
H  2.49074  -4.28771  -2.85609  0.0058
H  -0.74212  2.87115  1.67465  0.0205
H  3.77599  -1.74213  -2.13043  0.0038
H  2.70640  2.23421  -2.88257  0.0360
H  -3.26078  -4.62747  1.61185  0.1023
H  4.64088  0.25152  3.47507  0.0860
H  3.78222  8.12121  1.05151  0.0835
H  -3.01728  -5.37747  -4.37761  0.0745
H  3.51994  -2.33361  2.39054  0.0340
H  -6.46462  0.67260  -1.34128  0.0159
H  4.45321  1.97499  -2.71683  0.0268
H  2.66917  1.05811  3.91779  0.0255
H  1.06321  0.30310  3.87153  0.0350
H  3.67792  -0.53850  -3.41235  0.0374
H  1.87683  -2.41245  3.02731  0.0257
H  -3.44267  1.90399  -3.93635  0.0218
H  -6.18359  -0.91402  -2.07885  0.0084
H  -5.18557  2.00052  -3.64891  0.0159
H  3.11182  -1.47976  3.89568  0.0242
H  -5.64878  -0.60709  -0.42872  0.0178
H  1.37741  1.74191  2.90465  -0.0203
H  -4.82623  -3.69158  -4.77313  0.0752
H  3.54082  2.84905  -1.46156  0.0027
H  -3.64920  1.52904  0.23076  0.0043